1.
Computed, not measured: a structure of composition C3H7NOS in a non-equilibrium geometry, with ωB97M-V/def2-TZVPD.

Each line ends with the natural charge from an NBO analysis.
Atoms and positions in Å:
C (0.679, -0.393, -0.402)  -0.54
H (1.045, -1.293, -1.029)  0.27
C (0.332, -0.938, 0.954)  -0.61
H (-1.326, 0.492, 0.665)  0.35
H (1.481, 1.684, 0.981)  0.15
O (-1.090, -0.350, -2.219)  -0.56
N (-1.093, 1.230, -0.438)  -0.80
H (1.165, -1.858, 1.349)  0.27
C (-0.631, -0.048, -1.069)  0.64
H (-1.852, 1.487, -0.885)  0.36
H (0.542, 0.020, 1.645)  0.23
S (1.769, 1.037, -0.459)  0.04
H (-1.020, -1.070, 0.907)  0.21

- molecular weight (g mol⁻¹) = 105.2
- highest occupied orbital energy (eV) = -9.1
- gap between HOMO and LUMO (eV) = 9.39
- LUMO level (eV) = 0.28
- spin multiplicity = 1
- ΔE to the lowest compared entry with this formula, charge and spin (eV) = 5.686


2.
Computed, not measured: the molecule C3H7NOS in a non-equilibrium geometry, with ωB97M-V/def2-TZVPD.

Each line ends with the natural charge from an NBO analysis.
Atoms and positions in Å:
C (-1.627, 1.480, -0.454)  0.52
H (-0.251, -1.904, -0.751)  0.22
O (-1.812, 1.920, -1.561)  -0.62
H (-0.355, 0.088, -2.258)  0.24
H (2.090, -2.563, 0.745)  0.14
S (1.793, -1.268, 0.583)  -0.09
C (0.664, -1.322, -0.911)  -0.50
H (-2.331, 1.694, 0.333)  0.13
H (1.130, 0.672, -1.482)  0.20
C (0.223, 0.090, -1.328)  -0.24
N (-0.564, 0.686, -0.228)  -0.63
H (1.261, -1.779, -1.723)  0.23
H (-0.404, 0.317, 0.733)  0.40

- molecular weight (g mol⁻¹) = 105.2
- highest occupied orbital energy (eV) = -9.6
- gap between HOMO and LUMO (eV) = 10.30
- LUMO level (eV) = 0.70
- spin multiplicity = 1
- ΔE to the lowest compared entry with this formula, charge and spin (eV) = 0.698


3.
Computed, not measured: the molecule C3H7NOS2 in a non-equilibrium geometry, with ωB97M-V/def2-TZVPD.

Each line ends with the natural charge from an NBO analysis.
Atoms and positions in Å:
O (1.032, -2.248, -2.005)  -0.50
H (-1.973, -2.842, -1.010)  0.37
H (-1.258, 0.116, 0.987)  0.23
H (-2.417, -1.911, 0.282)  0.37
S (0.094, 2.480, 1.496)  -0.15
C (-0.545, -1.466, -0.329)  -0.18
H (0.118, -2.211, 0.105)  0.21
C (0.164, -1.483, -1.740)  0.46
S (0.962, 0.768, 0.592)  0.07
N (-1.915, -1.914, -0.602)  -0.83
C (-0.627, -0.038, 0.114)  -0.52
H (-0.944, 0.544, -0.751)  0.23
H (-0.256, -0.700, -2.394)  0.10
H (1.258, 3.164, 1.414)  0.15

- molecular weight (g mol⁻¹) = 137.2
- highest occupied orbital energy (eV) = -8.5
- gap between HOMO and LUMO (eV) = 8.71
- LUMO level (eV) = 0.22
- spin multiplicity = 1
- ΔE to the lowest compared entry with this formula, charge and spin (eV) = 1.750


4.
Computed, not measured: a structure of composition C3H7NOS2 in a non-equilibrium geometry, with ωB97M-V/def2-TZVPD.

Each line ends with the natural charge from an NBO analysis.
Atoms and positions in Å:
S (-1.665, 1.816, -0.122)  0.06
S (-2.791, -0.909, 0.211)  0.15
H (2.066, -1.512, -0.522)  0.23
O (0.055, -1.594, 0.957)  -0.48
H (-3.379, -1.237, 1.348)  0.11
C (-0.066, -0.540, 0.470)  0.78
H (3.106, -0.130, -0.313)  0.22
H (1.321, 1.077, 0.495)  0.27
H (2.283, -0.260, -1.827)  0.22
H (-2.861, 2.260, 0.518)  0.15
C (2.123, -0.461, -0.764)  -0.62
N (-1.687, 0.266, 0.886)  -0.77
H (0.567, 0.924, -1.058)  0.25
C (0.928, 0.302, -0.279)  -0.57

- molecular weight (g mol⁻¹) = 137.2
- highest occupied orbital energy (eV) = -8.7
- gap between HOMO and LUMO (eV) = 9.20
- LUMO level (eV) = 0.53
- spin multiplicity = 1
- ΔE to the lowest compared entry with this formula, charge and spin (eV) = 3.411


5.
Computed, not measured: the molecule C3H7NOS2 in a non-equilibrium geometry, with ωB97M-V/def2-TZVPD.

Each line ends with the natural charge from an NBO analysis.
Atoms and positions in Å:
H (-0.399, -1.050, 1.998)  0.24
H (0.487, 0.412, 2.367)  0.25
H (2.623, 1.254, 0.242)  0.35
H (-2.456, 1.122, -2.043)  0.23
H (1.030, -1.017, 3.102)  0.24
S (1.608, -0.536, 0.765)  0.96
O (-0.714, -1.493, -0.360)  -0.55
N (1.852, 1.025, 0.761)  -1.11
C (0.567, -0.588, 2.232)  -0.77
C (0.127, -0.678, -0.498)  0.28
H (-1.638, -0.402, -1.628)  0.24
C (-1.569, 0.544, -2.177)  -0.79
S (0.021, 0.978, -1.487)  0.20
H (-1.538, 0.429, -3.274)  0.22

- molecular weight (g mol⁻¹) = 137.2
- highest occupied orbital energy (eV) = -8.4
- gap between HOMO and LUMO (eV) = 8.82
- LUMO level (eV) = 0.40
- spin multiplicity = 1
- ΔE to the lowest compared entry with this formula, charge and spin (eV) = 3.533


6.
Computed, not measured: the molecule C3H7NOS2 in a non-equilibrium geometry, with ωB97M-V/def2-TZVPD.

Each line ends with the natural charge from an NBO analysis.
Atoms and positions in Å:
C (-1.788, 1.628, -0.520)  0.67
S (1.748, -2.278, 1.171)  -0.15
H (2.705, -2.993, 0.557)  0.15
H (0.101, 1.498, -1.554)  0.25
H (-3.033, 3.023, 0.520)  0.41
O (-2.564, 1.279, -1.407)  -0.60
N (-2.139, 2.559, 0.448)  -0.83
C (-0.226, -0.222, -0.192)  -0.50
S (1.539, -0.795, -0.228)  0.05
H (-0.728, -0.768, -0.992)  0.23
H (-0.728, -0.535, 0.702)  0.23
C (-0.330, 1.272, -0.547)  -0.51
H (0.162, 1.958, 0.144)  0.21
H (-1.522, 2.782, 1.205)  0.39

- molecular weight (g mol⁻¹) = 137.2
- highest occupied orbital energy (eV) = -8.3
- gap between HOMO and LUMO (eV) = 8.84
- LUMO level (eV) = 0.55
- spin multiplicity = 1
- ΔE to the lowest compared entry with this formula, charge and spin (eV) = 0.586


7.
Computed, not measured: a cluster of 2 separate species, C3H7NOSi in total in a non-equilibrium geometry, with ωB97M-V/def2-TZVPD.

Each line ends with the natural charge from an NBO analysis.
Atoms and positions in Å:
O (-2.560, -1.252, 0.229)  -0.21
Si (-0.031, 2.209, 0.169)  0.83
H (1.324, 2.485, 0.541)  -0.16
C (0.142, -0.842, 0.040)  -0.30
H (1.997, -1.564, 0.648)  0.23
H (-0.598, -1.652, 0.026)  0.21
N (-2.701, -0.089, 0.268)  0.24
H (1.954, -1.083, -1.074)  0.23
C (1.378, -1.559, -0.299)  -0.63
H (-1.198, 2.823, 0.902)  -0.14
H (-0.529, 2.860, -1.077)  -0.15
C (-0.199, 0.391, 0.038)  -0.36
H (1.022, -2.728, -0.411)  0.21

- molecular weight (g mol⁻¹) = 101.2
- highest occupied orbital energy (spin up / spin down) (eV) = -7.9 / -8.6
- gap between HOMO and LUMO (spin up / spin down) (eV) = 7.96 / 8.28
- LUMO level (spin up / spin down) (eV) = 0.04 / -0.36
- spin multiplicity = 1
- ΔE to the lowest compared entry with this formula, charge and spin (eV) = 6.386


8.
Computed, not measured: the molecule C3H7NP2S, with ωB97M-V/def2-TZVPD.

Each line ends with the natural charge from an NBO analysis.
Atoms and positions in Å:
H (-1.966, 1.785, 1.747)  0.23
C (-1.727, 0.032, -2.072)  -0.92
C (2.452, -0.704, 0.911)  -0.76
H (2.024, -0.240, 1.797)  0.22
H (2.744, 0.049, 0.185)  0.22
H (3.301, -1.324, 1.180)  0.23
P (-1.005, -0.327, 1.224)  0.92
H (-1.026, 1.865, 0.170)  0.23
C (-1.351, 1.286, 1.020)  -0.91
P (-0.101, -0.195, -1.815)  0.92
H (-2.061, 0.359, -3.040)  0.23
N (-0.026, -0.672, -0.157)  -1.26
S (1.224, -1.811, 0.161)  0.42
H (-2.481, -0.105, -1.312)  0.23

- molecular weight (g mol⁻¹) = 151.1
- highest occupied orbital energy (eV) = -8.4
- gap between HOMO and LUMO (eV) = 8.33
- LUMO level (eV) = -0.07
- spin multiplicity = 1
- ΔE to the lowest compared entry with this formula, charge and spin (eV) = 0.000